i | 9
Properties=species:S:1:pos:R:3:mulliken_charge:R:1 method="wB97M-V/def2-TZVPD" multiplicity=1 molar_mass_g_mol=94.07 lumo_ev=-0.07 charge=0 smiles=N#Cc1cnoc1 e_homo_ev=-10.1373
C 0.62 1.07 -0.08 -0.15
C -1.70 0.09 -0.14 -0.06
N -2.90 -0.01 0.21 -0.48
O 1.77 0.50 0.13 -0.09
N 1.65 -0.84 0.10 -0.41
H -0.09 -2.01 -0.09 0.51
C -0.37 0.06 -0.09 0.62
C 0.35 -1.08 -0.07 -0.28
H 0.68 2.24 0.03 0.35

ii | 9
Properties=species:S:1:pos:R:3:mulliken_charge:R:1 method="wB97M-V/def2-TZVPD" multiplicity=1 molar_mass_g_mol=94.07 lumo_ev=-0.66 charge=0 smiles="C=C=C=NN=C=O" e_homo_ev=-9.4297
O 2.71 1.43 0.06 -0.37
C 1.17 -0.40 -0.09 0.19
C 2.28 -1.03 0.02 0.39
H -0.94 -0.63 0.40 0.21
N 3.48 -1.26 -0.03 -0.31
C 3.72 0.83 -0.03 0.67
H -0.45 1.06 -0.29 0.24
N 4.43 -0.16 0.03 -0.38
C -0.05 0.02 0.02 -0.64

It is ii that is the least stable of them.

i | 9
Properties=species:S:1:pos:R:3:mulliken_charge:R:1 method="wB97M-V/def2-TZVPD" multiplicity=1 molar_mass_g_mol=105.12 lumo_ev=0.06 charge=0 e_homo_ev=-9.6904
N 2.42 1.37 0.18 -0.22
O 2.78 -1.08 -0.76 -0.54
N 0.21 1.00 -0.33 0.10
N 1.21 1.86 -0.25 -0.25
H -0.14 -0.45 1.09 0.35
H -0.66 1.45 -0.62 0.27
H 0.46 -1.21 -0.35 0.26
S 2.37 -0.37 0.44 0.47
C 0.49 -0.32 0.24 -0.45

ii | 9
Properties=species:S:1:pos:R:3:mulliken_charge:R:1 method="wB97M-V/def2-TZVPD" multiplicity=1 molar_mass_g_mol=105.12 lumo_ev="-0.66 / -0.66" charge=0 e_homo_ev="-9.6161 / -9.6159"
N 0.57 0.58 2.32 -0.41
C -1.09 0.60 -0.68 -0.16
H -1.68 1.00 -1.52 0.22
N 0.68 -0.95 -0.35 -0.75
H -0.04 -0.39 -1.96 0.27
S 1.09 -0.35 1.31 0.66
O 2.30 -1.10 1.58 -0.48
N -0.22 -0.26 -0.98 0.34
H -1.60 0.87 0.26 0.31

It is ii that is the least stable of them.

i | 17
Properties=species:S:1:pos:R:3:mulliken_charge:R:1 method="wB97M-V/def2-TZVPD" multiplicity=1 molar_mass_g_mol=152.65 lumo_ev=0.40 charge=0 smiles="CN(C=S)NCCCl" e_homo_ev=-8.5978
H -1.52 -2.69 -0.48 0.26
H 2.34 1.10 -1.16 0.42
S -2.89 -1.28 1.64 -0.29
C -0.40 -2.30 -0.14 -0.92
H 2.18 2.14 0.03 0.27
H 0.64 0.30 1.32 0.30
H -0.45 -2.87 0.85 0.32
H 0.30 -2.25 -0.97 0.37
Cl 1.26 3.08 -1.59 -0.21
C 1.60 1.77 -0.81 -0.43
H -1.38 0.41 1.50 0.27
C -1.56 -0.52 1.06 -0.27
H -0.23 2.11 -0.13 0.31
N 0.56 0.02 0.36 -0.46
H -0.18 0.72 -1.26 0.39
C 0.26 1.16 -0.46 -0.54
N -0.53 -0.90 0.23 0.22

ii | 17
Properties=species:S:1:pos:R:3:mulliken_charge:R:1 method="wB97M-V/def2-TZVPD" multiplicity=1 molar_mass_g_mol=152.65 lumo_ev="0.12 / -0.52" charge=0 e_homo_ev="-7.4610 / -6.8591"
H 1.66 -0.86 -1.79 0.31
H -1.04 2.07 0.62 0.02
N -0.01 0.29 0.93 -0.65
S -2.77 1.63 -0.58 -0.27
C -2.37 0.14 -0.19 0.13
C 0.62 -1.92 0.33 -0.84
H -0.34 -2.14 0.24 0.32
H 0.51 0.50 -1.74 0.37
H 0.79 -2.12 1.41 0.31
H 0.15 2.03 1.97 0.27
C 1.19 -0.02 -1.19 -0.86
C -0.03 1.68 0.96 -0.43
H 2.03 0.73 -0.99 0.30
Cl -3.30 -1.30 -0.36 -0.13
H 0.74 2.22 0.42 0.29
H 1.50 -2.44 -0.10 0.32
N 0.68 -0.49 0.09 0.57

It is ii that is the least stable of them.

i | 12
Properties=species:S:1:pos:R:3:mulliken_charge:R:1 method="wB97M-V/def2-TZVPD" multiplicity=1 molar_mass_g_mol=109.22 lumo_ev=0.34 charge=0 smiles="C=CN.SS" e_homo_ev=-8.0453
H 1.32 -1.66 -1.29 0.16
H -2.74 -0.31 -0.22 0.16
C -0.90 0.43 1.46 -0.85
S 2.45 -1.05 -1.66 -0.18
H -1.61 -0.19 2.01 0.22
C -0.92 0.59 0.14 0.10
H -0.14 1.06 -0.43 0.39
N -1.94 0.12 -0.64 -0.42
H -1.93 0.13 -1.65 0.18
H -0.06 0.77 2.04 0.24
H 3.91 0.01 0.16 0.15
S 2.58 0.09 0.07 -0.16

ii | 12
Properties=species:S:1:pos:R:3:mulliken_charge:R:1 method="wB97M-V/def2-TZVPD" multiplicity=1 molar_mass_g_mol=109.22 lumo_ev=-0.39 charge=0 smiles="C=NC.SS" e_homo_ev=-8.5812
H -1.19 -0.43 0.50 0.12
H 2.05 0.15 0.24 0.22
C -0.49 -1.12 0.03 -0.32
H -1.73 1.41 -1.40 0.18
H -1.50 1.46 1.57 0.18
N 0.64 -1.18 0.74 -0.35
H 1.57 -0.99 -1.15 0.29
S -0.93 2.44 -1.02 -0.18
S -1.97 2.52 0.94 -0.17
C 1.77 -0.86 -0.01 -0.59
H -0.78 -1.77 -0.71 0.40
H 2.57 -1.64 0.28 0.22

It is ii that is the least stable of them.

i | 12
Properties=species:S:1:pos:R:3:mulliken_charge:R:1 method="wB97M-V/def2-TZVPD" multiplicity=1 molar_mass_g_mol=109.22 lumo_ev=0.65 charge=0 smiles=NCCSS e_homo_ev=-8.6862
H -1.80 0.29 0.10 0.35
H 0.59 0.35 1.48 0.31
H -1.17 -1.77 1.05 0.20
N -0.18 -1.61 1.12 -0.52
S -0.41 2.07 -0.81 -0.04
H 0.13 -1.96 2.06 0.22
H -0.62 -0.30 -1.32 0.37
H 1.13 -0.29 0.01 0.13
C 0.29 -0.30 0.65 -0.26
C -0.80 0.35 -0.43 -0.71
H 1.93 1.26 -1.63 0.16
S 0.90 1.91 -2.30 -0.21

ii | 12
Properties=species:S:1:pos:R:3:mulliken_charge:R:1 method="wB97M-V/def2-TZVPD" multiplicity=1 molar_mass_g_mol=109.22 lumo_ev=-1.09 charge=0 smiles="CN=S.CS" e_homo_ev=-8.5329
H 2.45 -1.37 -3.06 0.25
N 0.92 0.23 -3.09 -0.17
H 1.96 -0.75 -1.47 0.29
S -2.34 1.37 2.03 -0.21
C -1.14 0.02 2.44 -0.67
C 1.55 -1.04 -2.47 -0.60
H -1.77 -0.51 3.16 0.26
H -0.42 0.55 3.14 0.25
H 0.81 -1.76 -2.44 0.25
S 0.34 1.16 -2.00 -0.02
H -0.78 -0.34 1.51 0.26
H -1.59 2.44 2.24 0.10

It is ii that is the least stable of them.

i | 8
Properties=species:S:1:pos:R:3:mulliken_charge:R:1 method="wB97M-V/def2-TZVPD" multiplicity=1 molar_mass_g_mol=142.92 lumo_ev=-0.94 charge=0 e_homo_ev=-9.3077
H 0.12 2.30 -0.12 0.11
P -0.96 1.31 0.08 -0.06
O -0.62 -1.34 0.31 -0.43
H -0.36 -2.16 -0.13 0.38
C -0.08 -0.27 -0.29 -0.29
H 0.06 -0.49 -1.26 0.60
Br 2.48 -0.39 0.06 -0.39
H -0.64 1.04 1.34 0.07

ii | 8
Properties=species:S:1:pos:R:3:mulliken_charge:R:1 method="wB97M-V/def2-TZVPD" multiplicity=1 molar_mass_g_mol=142.92 lumo_ev=0.21 charge=0 e_homo_ev=-9.6227
Br 3.87 -0.06 -0.22 -0.19
P -1.75 -0.03 0.20 -0.13
H -1.59 -0.96 -0.80 0.05
O 1.26 0.48 0.15 -0.18
C 1.99 -0.56 -0.08 0.05
H -2.66 -0.91 0.75 0.05
H 1.66 1.39 0.33 0.30
H -2.77 0.66 -0.32 0.05

It is ii that is the least stable of them.

i | 15
Properties=species:S:1:pos:R:3:mulliken_charge:R:1 method="wB97M-V/def2-TZVPD" multiplicity=1 molar_mass_g_mol=98.12 lumo_ev=-6.60 charge=+1 e_homo_ev=-15.3715
H -0.05 2.25 0.41 0.40
H -1.80 -1.90 0.62 0.32
C 0.48 0.24 0.02 0.85
C -0.89 -0.06 0.02 0.15
H -1.74 -1.83 -1.16 0.32
C 0.79 1.69 0.05 -1.18
H 0.91 1.94 -1.12 0.34
H 2.46 -0.11 -0.02 0.40
H 1.53 -1.41 1.02 0.37
C -1.76 -1.30 -0.21 -0.25
O -2.88 0.00 -0.06 -0.17
H 1.52 -1.65 -0.54 0.35
C 1.57 -0.68 0.16 -1.25
H 1.75 2.02 0.65 0.40
N -1.89 0.78 0.13 -0.05

ii | 15
Properties=species:S:1:pos:R:3:mulliken_charge:R:1 method="wB97M-V/def2-TZVPD" multiplicity=1 molar_mass_g_mol=98.12 lumo_ev="-5.99 / -5.99" charge=+1 e_homo_ev="-12.3036 / -12.3025"
H -0.33 -1.14 2.27 0.38
H 2.82 0.24 0.87 0.37
H 0.03 -2.49 0.97 0.28
H -2.24 1.21 -0.46 0.32
H 1.46 1.99 -0.22 0.42
O 1.32 -1.12 0.87 -0.17
N -1.73 0.11 -2.17 -0.43
C -1.43 0.70 -1.03 -0.15
H 1.11 0.54 1.93 0.28
C 0.95 1.07 -0.01 -0.09
H -1.01 -0.37 -2.76 0.26
C 0.22 -1.49 1.48 -0.07
C -0.22 0.85 -0.48 -0.33
C 1.72 0.23 1.04 -0.31
H -2.66 -0.32 -2.30 0.25

iii | 15
Properties=species:S:1:pos:R:3:mulliken_charge:R:1 method="wB97M-V/def2-TZVPD" multiplicity=1 molar_mass_g_mol=98.12 lumo_ev=-3.96 charge=+1 smiles="[NH3+][C@@H]1O[C@H]1C1=CC1" e_homo_ev=-12.7756
H -0.21 -2.04 -3.02 0.40
H -0.70 0.35 3.40 0.37
C -0.69 -0.30 1.38 -0.07
H 0.12 0.97 -3.09 0.30
H 1.22 0.59 0.40 0.39
C 0.03 -1.17 -2.45 -0.14
N -0.53 0.76 2.44 -0.28
C 0.44 -0.21 0.40 -0.20
H -1.66 -0.71 1.31 0.51
O 0.36 -1.20 1.36 -0.39
C 0.22 -0.44 -1.35 -0.10
C 0.64 0.29 -2.60 -0.77
H 1.66 0.47 -2.75 0.27
H 0.38 1.27 2.36 0.38
H -1.28 1.36 2.21 0.33

It is iii that is the least stable of them.